This record from OMol25 describes C21H51AlFIN3O3 as an isolated structure at a distorted geometry. The level of theory is wB97M-V/def2-TZVPD.

Electronic energy in eV: -50629.5111
Multiplicity: 1
HOMO level in Ha: -0.1848
Net charge: -1

Last column: Mulliken charge in e.
Positions of all 81 atoms, in Å:
1 C 4.53543 2.02511 2.30892  -0.69
2 O 3.58508 2.45690 1.27025  -0.26
3 C 2.25661 2.78544 1.85951  -0.38
4 C 1.05163 2.85861 0.70260  0.12
5 C 0.19027 1.46498 0.76013  0.17
6 C -1.40767 1.62559 0.39688  -0.62
7 C -1.93446 0.17428 -0.16617  -0.29
8 C -1.42641 -1.12610 0.69393  0.67
9 C -1.94226 -1.16964 2.25375  -0.31
10 C -1.42088 -2.62206 2.89270  -0.75
11 C 0.18779 -2.64305 3.23044  -0.24
12 C 1.09872 -3.52147 2.18319  -0.78
13 Al 2.45025 -2.42330 1.08651  0.17
14 N 2.57253 -0.66460 1.88678  -0.26
15 I 1.64854 -2.34060 -1.44065  -0.47
16 C 4.34659 -3.21051 1.02469  0.34
17 C 4.46083 -4.36224 -0.18137  -1.00
18 F 4.87931 -3.67231 2.32682  -0.36
19 H 5.30801 1.22759 1.91931  0.21
20 H 4.02666 1.66755 3.30874  0.28
21 H 5.16386 2.99614 2.60191  0.24
22 H 2.39508 3.82650 2.42069  0.28
23 H 1.96196 1.94938 2.65480  0.27
24 H 0.39251 3.78430 0.98321  0.33
25 H 1.55919 2.92254 -0.35784  -0.37
26 H 0.63883 0.72604 -0.06315  -0.05
27 H 0.22799 0.91534 1.81677  -0.21
28 H -2.04096 2.04866 1.30091  0.23
29 H -1.46437 2.45790 -0.45421  0.27
30 H -3.11737 0.17405 -0.32202  0.05
31 H -1.49223 0.06559 -1.26994  0.26
32 H -1.87263 -2.08367 0.13765  0.19
33 H -0.26525 -1.28662 0.71516  -0.88
34 H -3.12519 -1.23044 2.29352  0.09
35 H -1.49919 -0.29252 2.90057  0.19
36 H -1.79742 -3.52318 2.24164  0.26
37 H -1.99671 -2.71019 3.93477  0.30
38 H 0.55275 -1.54236 3.40039  0.15
39 H 0.28916 -3.18221 4.29094  0.33
40 H 0.36599 -4.13055 1.47301  0.18
41 H 1.71588 -4.33282 2.79174  0.29
42 H 3.45275 -0.65740 2.48054  0.15
43 H 2.67766 0.01343 1.09360  0.03
44 H 5.06783 -2.33206 0.66215  0.06
45 H 5.55684 -4.79904 -0.08833  0.30
46 H 4.40844 -3.84799 -1.25705  0.24
47 H 3.61951 -5.17584 -0.11791  0.20
48 C -6.96359 -4.39920 -0.27491  -1.40
49 C -6.85171 -3.17900 0.63703  0.30
50 C -6.35975 -1.90657 -0.08955  -0.80
51 O -4.95649 -1.89218 -0.36886  -0.14
52 C -4.57947 -2.62727 -1.52270  -0.85
53 N -5.98953 -3.51606 1.77973  -0.72
54 H -5.99336 -4.85171 -0.49640  0.27
55 H -7.57198 -5.17623 0.20294  0.35
56 H -7.44426 -4.13800 -1.22335  0.34
57 H -7.85960 -2.96951 1.01874  0.44
58 H -6.53645 -1.05044 0.57258  0.31
59 H -6.93795 -1.71439 -1.00244  0.41
60 H -5.33720 -2.57741 -2.31106  0.37
61 H -4.37709 -3.66565 -1.25228  0.27
62 H -3.64928 -2.20268 -1.90930  0.27
63 H -5.99575 -2.73413 2.43552  0.29
64 H -5.02478 -3.53616 1.43699  0.30
65 C 3.71918 4.25211 -2.50647  -1.17
66 C 2.32730 3.98618 -3.07656  0.43
67 C 2.20388 4.30828 -4.58322  -0.91
68 O 2.11730 5.70479 -4.88263  -0.39
69 C 3.36501 6.38067 -4.89907  -0.64
70 N 1.33753 4.72942 -2.28240  -0.58
71 H 3.91026 5.31499 -2.33635  0.28
72 H 3.83485 3.75210 -1.53751  0.12
73 H 4.49712 3.86669 -3.17361  0.33
74 H 2.12911 2.91335 -2.95343  0.46
75 H 1.26577 3.87122 -4.94584  0.37
76 H 3.00766 3.83728 -5.16350  0.45
77 H 4.17408 5.74687 -5.27571  0.29
78 H 3.60182 6.74843 -3.89857  0.22
79 H 3.27341 7.25090 -5.55427  0.25
80 H 0.40295 4.47346 -2.60266  0.26
81 H 1.41960 5.71674 -2.54137  0.27